No. 1
The following is a quantum chemistry calculation of a structure of composition C20H23InNO9S in a non-equilibrium geometry, from the Open Molecules 2025 dataset.

Cartesian coordinates (Å):
1 In 0.041961 -0.274195 0.031482
2 O 3.385838 -0.488511 2.137194
3 S 1.958599 -0.232386 2.210711
4 O 1.480713 0.339277 3.436754
5 O 1.172787 -1.471146 1.774364
6 O 1.527837 0.724964 1.115931
7 C -4.935299 5.868038 -0.721508
8 O -3.744641 5.164693 -1.015140
9 C -3.305398 4.177984 -0.139453
10 C -3.810808 4.032233 1.179871
11 C -3.307999 2.985604 1.939967
12 C -2.374223 2.071747 1.457604
13 C -1.939805 0.953448 2.278095
14 C -1.835765 1.071910 3.768235
15 O -1.570065 -0.109597 1.815653
16 C -1.898346 2.235921 0.112251
17 O -1.102888 1.397439 -0.470645
18 C -2.332223 3.370592 -0.610443
19 H -4.947952 6.615376 -1.522253
20 H -4.912912 6.378190 0.271074
21 H -5.773501 5.210968 -0.720759
22 H -4.633509 4.612238 1.549267
23 H -3.667380 2.950177 2.948178
24 H -2.163810 1.974602 4.198605
25 H -0.739633 0.935928 4.049947
26 H -2.379493 0.202535 4.131132
27 H -2.040234 3.583213 -1.636374
28 C -1.597642 -4.232274 -2.293782
29 C -0.982809 -4.343231 -1.050582
30 C -0.478120 -3.225230 -0.404793
31 C -0.632694 -1.979591 -0.961522
32 C -1.400525 -1.866508 -2.154714
33 C -1.865377 -2.988576 -2.839466
34 H -1.862766 -5.165067 -2.869533
35 H -0.844764 -5.307945 -0.635667
36 H 0.017361 -3.313585 0.550262
37 H -1.639526 -0.909904 -2.527768
38 H -2.440375 -2.822177 -3.727001
39 O 3.687025 0.376638 -2.663355
40 C 2.804691 -0.142691 -1.834238
41 O 1.598099 0.091675 -1.867040
42 C 3.376286 -1.085006 -0.789393
43 N 4.785324 -0.865684 -0.583456
44 C 5.432610 -2.207671 -0.427990
45 C 4.229717 -3.140670 -0.112717
46 C 3.190844 -2.561541 -1.104591
47 H 2.854316 -0.867049 0.148818
48 H 4.846988 -0.324657 0.287004
49 H 4.587150 0.087982 -2.225388
50 H 6.219406 -2.115596 0.345127
51 H 5.922066 -2.417438 -1.378357
52 H 3.908360 -3.035389 0.957506
53 H 4.479755 -4.184700 -0.274924
54 H 2.165271 -2.941187 -0.989371
55 H 3.487478 -2.794172 -2.142809

Atoms 1-6, force components in eV/Å:
0.3 0.2 1.0
0.5 0.1 0.1
-1.5 -1.3 -0.2
0.1 -0.1 1.2
0.5 0.4 0.3
0.1 1.3 -1.5

Summary:
Orbital gap (eV): 8.06
E_LUMO (Eh): 0.0964
Energy (Ha): -2096.3103
Energy above the lowest of the compared OMol25 structures with the same formula, charge and spin (eV): 0.000
F_max (hartree/bohr): 0.0401
Total charge: -1
HOMO (eV): -5.4



No. 2
The following is a quantum chemistry calculation of a structure of composition C20H23N2O8OsSi in a non-equilibrium geometry, from the Open Molecules 2025 dataset.

Cartesian coordinates (Å):
1 Os 0.075496 -0.054392 -0.439695
2 N -2.014491 -0.378301 -1.362538
3 C -2.884766 0.415670 -0.479995
4 C -2.469888 0.181829 0.971478
5 O -3.307181 0.050480 1.848361
6 N -1.112485 0.130380 1.153898
7 C -0.637007 -0.629538 2.292221
8 C -0.072787 -1.944114 1.724186
9 O 0.157894 -2.913604 2.407348
10 O 0.104517 -1.882764 0.421347
11 H -2.038575 -0.053255 -2.321502
12 H -2.269008 -1.359646 -1.343596
13 H -3.943386 0.177285 -0.578423
14 H -2.725573 1.466412 -0.722573
15 H -1.420552 -0.837134 3.018483
16 H 0.181078 -0.106306 2.794663
17 O 3.026962 -0.315721 -1.105563
18 C 2.294143 -0.628152 -2.333249
19 O 0.949596 -0.429718 -2.116522
20 H 2.714608 -0.062263 -3.165702
21 O 1.861924 5.329621 -0.893816
22 C 1.336372 4.819235 0.230471
23 C 1.596120 5.475763 1.434241
24 C 1.068738 4.994760 2.615602
25 C 0.268184 3.854970 2.624892
26 C 0.019759 3.196905 1.435379
27 C 0.554210 3.651286 0.230572
28 C 0.313484 2.935501 -1.051560
29 O 0.683564 3.441478 -2.111691
30 O -0.344942 1.807806 -1.043588
31 H 1.530076 4.748404 -1.625565
32 H 2.214082 6.363728 1.408834
33 H 1.277892 5.516639 3.541950
34 H -0.154480 3.484873 3.549469
35 H -0.593817 2.308298 1.424139
36 C 3.281324 1.861954 0.439683
37 Si 2.294890 0.250880 0.353195
38 C 3.102487 -0.916631 1.587005
39 C 2.956060 -1.986401 -2.173342
40 C 4.133918 -2.237188 -2.888283
41 C 4.527285 -3.528848 -3.202492
42 C 3.783854 -4.623179 -2.789716
43 C 2.654797 -4.384350 -2.017420
44 C 2.250929 -3.099294 -1.695204
45 H 4.328045 1.594095 0.284102
46 H 3.193103 2.387386 1.397578
47 H 2.979145 2.563375 -0.339291
48 H 4.110087 -1.126709 1.222651
49 H 2.571094 -1.859773 1.716380
50 H 3.194739 -0.446462 2.571952
51 H 4.739691 -1.392440 -3.200173
52 H 5.434121 -3.674329 -3.779776
53 H 4.087799 -5.631283 -3.039375
54 H 2.069834 -5.216979 -1.642202
55 H 1.378296 -2.952531 -1.072885

Atoms 1-6, force components in eV/Å:
-0.1 1.0 0.1
-0.1 -0.1 0.0
0.1 0.0 0.0
0.1 -0.1 0.0
0.0 0.0 0.0
-0.2 -0.3 0.0

Summary:
Orbital gap (spin up / spin down) (eV): 6.93 / 7.07
E_LUMO (spin up / spin down) (Eh): 0.0649 / 0.0698
Energy (Ha): -1867.7225
Energy above the lowest of the compared OMol25 structures with the same formula, charge and spin (eV): 1.542
F_max (hartree/bohr): 0.0897
Total charge: -1
HOMO (spin up / spin down) (eV): -5.2 / -5.2



No. 3
The following is a quantum chemistry calculation of the molecule C20H23N3O3 close to a stationary point, from the Open Molecules 2025 dataset.

Cartesian coordinates (Å):
1 C 4.104256 0.756575 1.767209
2 C 4.214958 -0.214132 0.625318
3 C 5.432362 -0.493692 0.018808
4 C 5.472710 -1.402387 -1.024205
5 N 4.405144 -2.046172 -1.487561
6 C 3.229046 -1.796094 -0.913281
7 C 2.044537 -2.570887 -1.418370
8 C 3.097009 -0.881118 0.132469
9 C 1.748595 -0.657701 0.753905
10 O 1.312282 -1.357282 1.654287
11 N 1.045916 0.382566 0.241327
12 C -0.287098 0.688867 0.722013
13 C -1.331127 -0.308945 0.198160
14 C -1.580715 -0.165797 -1.297947
15 C -2.294391 1.121712 -1.610394
16 C -2.121369 1.759772 -2.836637
17 C -2.776989 2.943928 -3.123103
18 C -3.614161 3.511476 -2.170065
19 C -3.782769 2.887966 -0.946939
20 C -3.132350 1.690677 -0.656653
21 C -3.361953 1.060971 0.693875
22 N -2.589501 -0.156199 0.910411
23 C -2.890234 -0.855363 2.055149
24 O -3.808764 -0.521723 2.771998
25 C -2.028487 -2.083833 2.346395
26 O -2.519039 -2.761477 3.476174
27 H 3.542666 0.319378 2.593543
28 H 5.089826 1.043429 2.128781
29 H 3.580077 1.663610 1.459366
30 H 6.340649 -0.012225 0.357285
31 H 6.413446 -1.629409 -1.513729
32 H 1.750103 -3.327523 -0.688403
33 H 1.178991 -1.926052 -1.583335
34 H 2.307472 -3.064730 -2.349969
35 H 1.450369 0.912814 -0.511213
36 H -0.281567 0.651521 1.812854
37 H -0.539673 1.704865 0.415514
38 H -0.944493 -1.307098 0.388885
39 H -0.633345 -0.211962 -1.840703
40 H -2.178085 -1.018992 -1.630703
41 H -1.461617 1.315368 -3.573714
42 H -2.634322 3.425887 -4.081417
43 H -4.130263 4.439107 -2.380067
44 H -4.431249 3.331770 -0.199643
45 H -3.146337 1.794095 1.480697
46 H -4.416057 0.808753 0.811714
47 H -2.066200 -2.745710 1.472564
48 H -0.986083 -1.776114 2.468612
49 H -1.792179 -2.922491 4.080737

Atoms 1-6, force components in eV/Å:
0.0 0.0 0.0
0.0 0.0 0.0
0.0 0.0 0.0
0.0 0.0 0.0
0.0 0.0 0.0
0.0 0.0 0.0

Summary:
Structure (SMILES): Cc1ccnc(C)c1C(=O)NC[C@@H]1Cc2ccccc2CN1C(=O)CO
Orbital gap (eV): 9.49
E_LUMO (Eh): 0.0156
Energy (Ha): -1165.9621
Energy above the lowest of the compared OMol25 structures with the same formula, charge and spin (eV): 0.707
F_max (hartree/bohr): 0.0004
Total charge: 0
HOMO (eV): -9.1



No. 4
The following is a quantum chemistry calculation of the molecule C20H23NO3, from the Open Molecules 2025 dataset.

Cartesian coordinates (Å):
1 C -8.168218 -0.613951 -0.141881
2 C -6.672174 -0.527107 -0.158079
3 C -5.896772 -1.641762 0.137626
4 C -4.520655 -1.547546 0.150903
5 C -3.886362 -0.341614 -0.129668
6 C -4.643641 0.781129 -0.470405
7 C -6.027838 0.661733 -0.462689
8 H -6.620615 1.529154 -0.717914
9 C -4.001730 2.071012 -0.866730
10 H -3.189217 1.892697 -1.570656
11 H -4.728920 2.738393 -1.322087
12 H -3.572687 2.556430 0.009607
13 N -2.473763 -0.313354 -0.105681
14 C -1.698552 0.547299 0.612082
15 O -2.139726 1.470762 1.266418
16 C -0.233285 0.286729 0.502019
17 C 0.623425 1.386780 0.548046
18 C 1.985674 1.223714 0.460019
19 C 2.539014 -0.055026 0.344679
20 C 1.692262 -1.159182 0.329427
21 C 0.321260 -0.982841 0.403758
22 H -0.304764 -1.864692 0.419593
23 H 2.088236 -2.160612 0.266196
24 O 3.891201 -0.107374 0.266436
25 C 4.522967 -1.361253 0.131060
26 C 6.043886 -1.160940 -0.012168
27 H 6.512678 -2.143206 0.108427
28 O 6.400856 -0.701310 -1.293406
29 C 6.316422 0.712402 -1.293074
30 C 6.587132 1.182215 0.148226
31 H 5.799401 1.853510 0.481840
32 H 7.541578 1.700078 0.221913
33 C 6.592823 -0.114388 0.969069
34 H 7.607231 -0.383807 1.260439
35 H 5.976034 -0.042672 1.861147
36 H 7.055333 1.075935 -2.009964
37 H 5.318175 1.026706 -1.621464
38 H 4.326816 -1.983457 1.015565
39 H 4.158738 -1.882663 -0.763772
40 H 2.652257 2.071391 0.483470
41 H 0.192382 2.370743 0.651873
42 H -2.021935 -1.136426 -0.476690
43 H -3.921797 -2.416267 0.388585
44 H -6.373029 -2.584811 0.363203
45 H -8.611966 0.202569 -0.706005
46 H -8.505107 -1.558926 -0.563340
47 H -8.533012 -0.556207 0.884061

Atoms 1-6, force components in eV/Å:
0.0 0.0 0.1
0.0 0.0 0.0
0.0 0.1 -0.1
0.1 0.1 0.0
-0.4 0.0 0.1
0.2 0.0 0.0

Summary:
Structure (SMILES): Cc1ccc(NC(=O)c2ccc(OC[C@@H]3CCCO3)cc2)c(C)c1
Orbital gap (eV): 9.11
E_LUMO (Eh): 0.0250
Energy (Ha): -1056.4064
Energy above the lowest of the compared OMol25 structures with the same formula, charge and spin (eV): 0.799
F_max (hartree/bohr): 0.0138
Total charge: 0
HOMO (eV): -8.4



No. 5
The following is a quantum chemistry calculation of the molecule C20H23NO4S2, from the Open Molecules 2025 dataset.

Cartesian coordinates (Å):
1 C 3.377244 -1.010330 1.236066
2 C 3.239766 -0.812652 -0.261484
3 H 2.417601 -1.409498 -0.677064
4 H 4.158610 -1.076023 -0.797266
5 O 2.947417 0.566141 -0.485854
6 C 2.904564 1.009699 -1.722594
7 S 3.269618 0.171036 -3.071353
8 S 2.367100 2.679396 -1.823455
9 C 1.670977 3.013973 -0.164719
10 H 1.060879 3.908778 -0.289759
11 C 0.868132 1.870026 0.428344
12 O 1.124904 1.486078 1.558735
13 N -0.098579 1.302751 -0.314596
14 C -0.677731 1.795893 -1.545822
15 H -1.750456 1.926870 -1.373076
16 C -0.445384 0.821100 -2.702477
17 C -0.437161 -0.620213 -2.274127
18 C -0.288280 -1.608845 -3.241481
19 C -0.233583 -2.943120 -2.891804
20 C -0.315375 -3.311156 -1.558219
21 C -0.452328 -2.338456 -0.587848
22 C -0.519491 -0.994018 -0.936751
23 C -0.658346 0.044548 0.146422
24 H -0.064956 -0.250998 1.017563
25 C -2.145466 0.190623 0.583421
26 C -2.290891 1.477531 1.386605
27 O -2.724557 2.478031 0.873937
28 C -1.831205 1.400480 2.813878
29 C -2.425685 0.186037 3.523463
30 C -2.072509 -1.102193 2.779724
31 C -2.597406 -1.026043 1.367891
32 O -3.353320 -1.833989 0.894783
33 H -2.513306 -1.969606 3.273142
34 H -0.987299 -1.223235 2.765990
35 H -2.041633 0.135854 4.543036
36 H -3.512095 0.288105 3.578003
37 H -2.109869 2.324224 3.323353
38 H -0.738442 1.331641 2.806015
39 H -2.766887 0.259873 -0.317002
40 H -0.504884 -2.620765 0.453731
41 H -0.266566 -4.351318 -1.275106
42 H -0.120133 -3.696528 -3.656188
43 H -0.208860 -1.316462 -4.277984
44 H 0.512941 1.033353 -3.184917
45 H -1.218784 0.973243 -3.458214
46 H -0.266829 2.773305 -1.791022
47 H 2.491270 3.226741 0.520883
48 H 4.290008 -0.544736 1.597367
49 H 3.401686 -2.070953 1.465826
50 H 2.535580 -0.544195 1.742003

Atoms 1-6, force components in eV/Å:
-0.1 0.3 -0.3
0.2 -0.8 0.2
0.1 0.1 0.0
-0.2 0.1 0.1
0.1 0.4 0.1
-0.1 0.1 -0.1

Summary:
Structure (SMILES): CCOC(=S)SCC(=O)N1CCc2ccccc2[C@@H]1C1C(=O)CCCC1=O
Orbital gap (eV): 9.31
E_LUMO (Eh): 0.0129
Energy (Ha): -1928.0433
Energy above the lowest of the compared OMol25 structures with the same formula, charge and spin (eV): 0.000
F_max (hartree/bohr): 0.0170
Total charge: 0
HOMO (eV): -9.0